[1]
DFT (ωB97M-V/def2-TZVPD) results for 2 unconnected molecules or ions with the total composition C11H10BrNO in a non-equilibrium geometry.

Its HOMO-LUMO gap (alpha / beta) is 0.24719 / 0.27429 Ha. As for the energy: -85144.9947 eV. The net charge is 0. For the HOMO energy (alpha / beta), the calculation gives -7.97 / -8.78 eV.

Each line ends with the natural charge from an NBO analysis.
Geometry (Å):
C 2.047941 0.330096 0.127421  0.2023
C -2.548635 0.280818 2.144535  -0.2070
C -1.310900 0.062380 2.632755  -0.2066
C -2.729723 0.572840 0.797324  -0.2161
C -0.146922 0.072625 1.848870  -0.1633
C -1.602446 0.701509 0.050578  -0.1751
C -0.329314 0.393173 0.506030  -0.1094
C 1.294032 -2.327806 0.106861  0.3981
C 1.737671 0.664654 -2.584468  -0.6080
C 0.475815 0.365828 -1.864413  -0.4348
C 0.796954 0.343407 -0.404014  -0.0070
N 3.038854 0.532819 0.674561  -0.2841
O 1.863229 -2.496985 1.120531  -0.4706
Br 0.608316 -3.537890 -1.119543  0.0781
H -3.335743 0.056980 2.846791  0.2183
H -1.186207 -0.279191 3.677364  0.2134
H -3.703004 1.133807 0.472787  0.2286
H 0.788596 -0.197810 2.347295  0.2410
H -1.695811 0.868383 -1.125038  0.2046
H 1.569706 0.724285 -3.582896  0.2163
H 2.205816 1.490836 -2.014044  0.2176
H 2.480145 -0.084284 -2.482288  0.2149
H 0.100271 -0.649478 -2.109063  0.2262
H -0.418638 0.979006 -2.067935  0.2225

Force components x, y, z for each atom (eV/Å):
C 0.892 0.835 0.277
C -1.237 -0.568 0.095
C 2.533 -1.268 1.371
C -2.132 2.754 0.466
C -1.302 0.339 1.001
C -0.317 -0.236 -4.253
C 1.326 -0.360 0.597
C 1.341 1.145 2.329
C 0.622 0.854 2.399
C -0.082 -1.517 0.636
C -3.201 -0.582 -0.587
N 1.083 -0.207 0.396
O -0.830 -0.023 -1.390
Br -0.601 -1.108 -1.034
H -0.581 0.502 -0.201
H -0.216 0.420 -0.581
H 1.643 -1.894 0.280
H -0.145 0.219 -0.662
H -0.261 0.016 3.124
H -0.177 1.130 -3.048
H -0.163 0.324 -1.342
H 0.487 -1.289 0.350
H 0.147 0.211 -0.030
H 1.171 0.302 -0.195

***

[2]
DFT (ωB97M-V/def2-TZVPD) results for a molecular structure, C20H18AlN2O2 in a non-equilibrium geometry.

Its HOMO-LUMO gap is 0.17827 Ha. As for the energy: -34707.9761 eV. The net charge is -1. For the HOMO energy, the calculation gives -1.90 eV.

Each line ends with the natural charge from an NBO analysis.
Geometry (Å):
Al -0.519951 0.130174 -1.123728  1.7549
C -0.394614 0.471020 1.943342  -0.2540
N -0.741421 -0.349365 0.789963  -0.5874
C -1.505783 -1.385941 0.929968  0.1440
C -1.813240 -2.101071 -0.259312  -0.0009
C -2.622932 -3.198264 -0.539790  -0.2522
C -2.538296 -3.402112 -1.923934  -0.3441
C -1.702012 -2.410536 -2.422670  -0.0074
N -1.245539 -1.628628 -1.425280  -0.6493
C -1.596662 0.964069 2.717549  -0.0535
C -1.723518 0.737803 4.082798  -0.2157
C -2.842290 1.188663 4.773498  -0.2276
C -3.844911 1.867494 4.099909  -0.2288
C -3.721644 2.101003 2.734220  -0.2290
C -2.606752 1.652528 2.046670  -0.1506
H 0.175508 1.316865 1.559717  0.2505
H 0.267822 -0.088629 2.611086  0.1928
H -1.930581 -1.659790 1.893137  0.1851
H -3.186941 -3.780444 0.173283  0.2043
H -3.044780 -4.163177 -2.496911  0.2046
H -1.393323 -2.240569 -3.442712  0.1997
H -0.939562 0.207310 4.613583  0.2003
H -2.931883 1.004028 5.837711  0.2004
H -4.723256 2.207961 4.635935  0.2004
H -4.501536 2.635104 2.204868  0.2075
H -2.495657 1.801628 0.970796  0.2599
C -1.539080 1.619904 -1.647045  -1.6004
H -1.219731 2.642038 -1.421505  0.1905
H -2.630455 1.564681 -1.704554  0.1884
O 2.411342 1.239890 0.165530  -0.6486
C 2.320220 0.592476 -0.865504  0.7848
O 1.220562 0.087475 -1.329639  -0.8660
C 3.537370 0.304087 -1.688093  -0.0734
C 4.794852 0.587962 -1.160914  -0.1889
C 5.935857 0.347794 -1.905408  -0.2351
C 5.835167 -0.167861 -3.192035  -0.2135
C 4.582159 -0.442617 -3.723324  -0.2305
C 3.438612 -0.214207 -2.975590  -0.1866
H 4.844414 1.003110 -0.163148  0.2312
H 6.912710 0.569283 -1.491960  0.2021
H 6.726510 -0.357157 -3.777137  0.2013
H 4.499405 -0.832876 -4.730724  0.2047
H 2.453822 -0.421105 -3.372647  0.2360

Force components x, y, z for each atom (eV/Å):
Al -1.124 1.204 -0.209
C 0.016 0.143 0.076
N -0.145 -0.541 0.352
C 0.326 0.487 -0.011
C -0.099 -0.457 -0.289
C 0.096 -0.007 0.117
C -0.150 -0.037 -0.018
C 0.194 0.042 -0.004
N -0.207 -0.036 0.163
C -0.057 -0.035 0.018
C 0.062 0.014 -0.044
C -0.031 0.010 0.052
C -0.020 0.008 0.027
C 0.005 0.000 0.032
C 0.026 -0.062 -0.148
H 0.047 0.014 0.023
H 0.013 -0.008 -0.043
H -0.056 -0.034 0.008
H 0.001 0.032 0.016
H 0.040 0.003 -0.022
H -0.044 0.057 0.000
H -0.010 -0.016 -0.021
H 0.005 -0.006 -0.012
H 0.017 0.014 -0.011
H 0.009 -0.017 -0.018
H -0.027 0.033 0.027
C 0.316 -0.473 0.371
H 0.058 -0.036 -0.155
H 0.043 -0.057 -0.126
O 0.044 -0.036 -0.030
C -0.499 0.046 0.435
O 0.931 -0.230 -0.357
C 0.361 -0.018 -0.256
C -0.190 0.019 0.029
C 0.175 -0.016 -0.081
C -0.121 -0.005 0.065
C 0.105 -0.043 -0.139
C -0.126 0.045 0.157
H 0.015 0.005 0.000
H -0.020 -0.005 0.029
H 0.012 0.021 -0.001
H -0.016 -0.013 0.018
H 0.022 -0.010 -0.020

***

[3]
DFT (ωB97M-V/def2-TZVPD) results for a molecular structure, F24InNO3P4 in a non-equilibrium geometry.

Its HOMO-LUMO gap is 0.16330 Ha. As for the energy: -115201.2576 eV. The net charge is -2. For the HOMO energy, the calculation gives -6.02 eV.

Each line ends with the natural charge from an NBO analysis.
Geometry (Å):
In -0.319153 -0.474500 -0.331827  1.8660
N 1.782748 -1.088987 -3.105933  0.6986
O 2.354088 -0.981336 -4.169664  -0.3682
O 2.394053 -1.224091 -2.047485  -0.3830
O 0.520666 -1.107583 -3.011583  -0.3442
P 1.717682 -3.194957 1.164258  2.5933
F 2.629526 -3.270183 -0.157946  -0.5694
F 1.772980 -1.580919 1.275038  -0.5613
F 0.353683 -3.076942 0.246588  -0.5838
F 0.749070 -3.165229 2.481197  -0.5824
F 1.579482 -4.822669 1.099852  -0.5870
F 3.024855 -3.299455 2.120585  -0.5807
P -2.117685 0.137524 2.791278  2.5985
F -2.156622 -1.347892 2.077702  -0.5899
F -2.348366 0.820332 1.343802  -0.5718
F -3.698409 0.179054 3.029962  -0.5795
F -1.975069 1.593820 3.498956  -0.5805
F -1.864021 -0.567297 4.212041  -0.5763
F -0.530779 0.110400 2.446486  -0.5673
P 1.836244 2.361755 0.445521  2.5963
F 1.752018 3.745464 -0.401320  -0.5728
F 3.440160 2.367665 0.457386  -0.5696
F 1.659211 3.221536 1.801425  -0.5729
F 1.836945 0.954848 1.240292  -0.5753
F 0.168954 2.237614 0.349510  -0.5781
F 1.779438 1.415952 -0.930688  -0.5881
P -2.368334 1.453450 -2.594359  2.5979
F -3.971966 1.320436 -2.621655  -0.5762
F -2.176291 -0.175701 -2.641879  -0.5890
F -2.243183 1.554537 -4.197560  -0.5747
F -0.731995 1.505072 -2.399297  -0.5805
F -2.414436 3.052743 -2.506712  -0.5741
F -2.435500 1.345545 -0.963987  -0.5740

Force components x, y, z for each atom (eV/Å):
In 1.033 1.691 -0.073
N 2.914 -0.416 2.044
O -1.153 0.062 -0.598
O -0.296 0.195 -0.390
O -2.031 0.501 0.701
P 0.837 -1.919 2.235
F -0.431 0.671 0.347
F -0.288 0.521 -1.252
F -0.775 1.139 -1.036
F 0.343 -0.271 -0.559
F -0.140 0.609 0.082
F -0.407 0.041 -0.512
P -0.211 0.518 1.265
F -0.501 0.063 -0.423
F 0.278 -0.211 -0.470
F -0.104 -0.549 -0.058
F 0.170 -0.478 -0.527
F -0.001 -0.066 -0.259
F 0.916 0.075 -0.516
P -1.127 0.437 -0.147
F 0.368 -1.036 -0.023
F -0.607 0.308 -0.101
F 0.570 -0.675 -0.357
F -0.134 0.060 0.451
F -0.196 -0.511 0.155
F 0.362 0.166 -0.295
P 0.456 0.881 0.120
F 0.460 -0.067 -0.446
F -0.340 -0.462 0.085
F -0.121 -0.468 0.492
F 0.221 -0.139 -0.153
F -0.279 -0.203 0.091
F 0.213 -0.464 0.128

***

[4]
DFT (ωB97M-V/def2-TZVPD) results for C5H8N2O in the gas phase in a non-equilibrium geometry.

Its HOMO-LUMO gap is 0.31146 Ha. As for the structure (SMILES): CNc1cc[nH]c1O. As for the energy: -10338.3154 eV. The net charge is 0. For the HOMO energy, the calculation gives -7.68 eV.

Each line ends with the natural charge from an NBO analysis.
Geometry (Å):
C 2.049942 0.201221 0.363293  -0.3545
C -0.050766 0.069365 -0.425357  -0.0609
C -0.368501 -1.278627 -0.196094  -0.2377
C -1.650111 -1.477968 -0.038684  -0.1397
C -1.260101 0.794586 -0.119386  0.4316
H 2.996784 0.741832 0.118724  0.1791
H 2.389024 -0.866454 0.404032  0.1293
H 1.888038 0.470111 1.329741  0.1854
H 1.775317 0.330891 -1.334173  0.3689
H 0.794037 -1.843787 0.132502  0.2064
H -2.123537 -2.327601 0.164545  0.2095
H -3.188355 0.133146 -0.038834  0.4129
H -0.692294 2.606037 0.104749  0.5037
N 1.197744 0.511137 -0.543008  -0.6421
N -2.159334 -0.184720 0.063383  -0.5209
O -1.597885 2.120831 0.014565  -0.6710

Force components x, y, z for each atom (eV/Å):
C 7.985 -2.086 3.725
C -4.862 0.669 1.017
C 7.600 -1.494 0.213
C -0.059 3.077 0.179
C 2.894 -1.386 -0.979
H -0.128 -0.380 0.368
H -0.201 0.077 0.107
H -1.148 0.850 2.991
H -1.265 0.101 -2.057
H -4.415 0.602 -1.472
H -2.384 -2.891 0.843
H 2.279 -1.266 0.435
H -2.352 -1.191 -0.334
N -1.394 3.790 -4.817
N -5.077 1.441 -0.181
O 2.526 0.088 -0.037

***

[5]
DFT (ωB97M-V/def2-TZVPD) results for 2 unconnected molecules or ions with the total composition C6H12NO4 in a non-equilibrium geometry.

Its HOMO-LUMO gap is 0.08137 Ha. As for the energy: -16087.2673 eV. The net charge is -1. For the HOMO energy, the calculation gives -1.82 eV.

Each line ends with the natural charge from an NBO analysis.
Geometry (Å):
C 3.584771 -0.021722 -0.175547  -0.5930
C 2.821796 1.237689 -0.391975  -0.3480
N 1.319705 1.407134 -0.326732  -0.5739
C 0.528806 0.447275 -1.188605  -0.2711
C -0.792406 -0.208374 -0.448981  0.0797
C -1.920543 0.882567 0.024545  -0.6829
O -1.457626 -1.090055 -1.464638  -0.7623
H 3.748293 -0.853190 -0.997067  0.1831
H 4.014865 -0.259498 0.911068  0.1900
H 3.467147 2.220783 -0.592518  0.1867
H 1.037386 1.414408 0.691081  0.4230
H 1.103457 2.383360 -0.684356  0.4212
H 1.192535 -0.475195 -1.537060  0.2560
H 0.189883 0.982677 -2.186864  0.2108
H -0.425304 -0.885559 0.455143  0.2328
H -1.774212 1.131704 1.182733  0.2491
H -1.948327 1.872824 -0.619975  0.1788
H -3.021849 0.432795 -0.046675  0.2527
H -2.380984 -1.332229 -1.159660  0.4985
C -2.349290 -2.356649 2.113994  0.8929
O -3.007280 -3.191664 1.512697  -0.7219
O -1.372668 -2.600922 2.831658  -0.6263
O -2.558157 -1.138160 2.097734  -0.6757

Force components x, y, z for each atom (eV/Å):
C -1.055 0.056 0.188
C 3.403 -0.083 -0.002
N 0.177 0.934 -1.011
C -1.805 -2.389 -1.733
C -1.051 -0.101 0.128
C -0.266 0.236 0.908
O 0.295 0.956 1.142
H -1.217 1.258 2.010
H 0.020 0.879 -2.646
H -2.113 -1.671 1.328
H -0.033 -0.508 -1.183
H 0.319 -1.443 0.678
H -1.094 2.186 1.114
H 0.719 -0.849 2.197
H -0.890 1.575 -1.729
H -0.326 -0.463 -2.604
H 0.386 -1.927 1.126
H 2.601 0.681 0.276
H 1.796 0.492 0.084
C 0.055 -0.188 0.189
O -1.402 -1.745 -1.396
O 2.982 -1.778 1.863
O -1.499 3.893 -0.927

***

[6]
DFT (ωB97M-V/def2-TZVPD) results for C16H20N2O3S2 in the gas phase in a non-equilibrium geometry.

Its HOMO-LUMO gap is 0.33038 Ha. As for the structure (SMILES): CC(C)NC(=O)COC(=O)c1ccccc1CSC1=NCCS1. As for the energy: -47710.7390 eV. The net charge is 0. For the HOMO energy, the calculation gives -8.50 eV.

Each line ends with the natural charge from an NBO analysis.
Geometry (Å):
C -0.307816 -3.056000 -1.356673  -0.6119
H -0.426617 -3.667562 -2.246751  0.2156
H -0.175508 -2.023815 -1.668564  0.2186
H 0.589653 -3.378396 -0.831841  0.2011
C -1.527830 -3.198906 -0.452349  -0.0587
N -1.365029 -2.381439 0.735904  -0.6157
C -2.240613 -1.445078 1.122602  0.6562
O -3.261630 -1.167520 0.527830  -0.6377
C -1.852770 -0.746178 2.444368  -0.1616
H -2.744322 -0.281857 2.867775  0.2221
H -1.423658 -1.474818 3.140982  0.2003
O -0.935874 0.323513 2.235136  -0.4893
C 0.335499 0.020110 1.980386  0.8186
O 0.771235 -1.111808 1.989663  -0.6340
C 1.129477 1.239732 1.690545  -0.1898
C 0.889090 2.388794 2.440479  -0.1557
C 1.595058 3.549423 2.194258  -0.2154
C 2.539298 3.577069 1.179857  -0.1803
C 2.771473 2.445364 0.422455  -0.2307
C 2.081299 1.262702 0.664511  0.0938
C 2.356869 0.074743 -0.200562  -0.5797
H 3.403870 -0.220677 -0.117128  0.2482
H 1.729051 -0.777051 0.044190  0.2606
S 2.167399 0.416982 -1.999005  0.2987
C 0.445857 0.484908 -2.212333  -0.0581
N -0.080219 0.333322 -3.343126  -0.4515
C -1.504129 0.436277 -3.375975  -0.2467
H -1.897643 -0.500934 -3.781228  0.2071
H -1.770847 1.239072 -4.069536  0.2076
C -2.075078 0.715161 -1.962339  -0.5520
H -2.594623 1.670401 -1.907413  0.2251
H -2.735064 -0.072301 -1.601237  0.2502
S -0.652340 0.800798 -0.836871  0.1922
H 3.490696 2.468962 -0.383432  0.2209
H 3.090356 4.482775 0.975823  0.2178
H 1.405289 4.432425 2.785245  0.2184
H 0.145317 2.356352 3.221413  0.2242
H -0.496207 -2.480121 1.247841  0.4262
C -1.741073 -4.654479 -0.039717  -0.6057
H -0.868461 -5.026763 0.492930  0.2006
H -1.902026 -5.272568 -0.918510  0.2110
H -2.609509 -4.738716 0.608865  0.2156
H -2.423491 -2.827812 -0.961435  0.2233

Force components x, y, z for each atom (eV/Å):
C -0.286 0.097 0.051
H 0.042 -0.102 -0.100
H 0.044 0.092 -0.030
H 0.151 -0.061 0.041
C -0.058 -0.149 -0.141
N 0.223 -0.423 -0.091
C 0.453 0.089 0.539
O -0.493 0.229 -0.155
C -0.248 -0.406 0.063
H 0.135 -0.125 -0.109
H -0.068 0.145 -0.049
O -0.112 0.339 0.066
C 0.255 -0.283 0.044
O -0.015 0.176 0.174
C 0.277 0.245 -0.032
C -0.012 -0.061 -0.024
C -0.034 0.015 0.054
C 0.024 -0.032 -0.031
C -0.029 -0.023 0.111
C -0.082 0.063 0.346
C -0.229 -0.083 -0.655
H -0.053 -0.079 0.002
H 0.197 0.020 0.018
S 0.586 -0.139 0.141
C -0.707 0.078 0.358
N 0.980 -0.189 -0.385
C -0.495 0.140 0.074
H -0.067 0.119 -0.002
H -0.095 -0.111 0.030
C -0.105 -0.050 0.164
H -0.034 -0.080 -0.037
H -0.030 0.070 -0.061
S 0.031 0.130 -0.398
H 0.047 0.037 -0.076
H 0.048 0.078 -0.016
H -0.015 0.065 0.059
H -0.082 0.031 0.046
H -0.209 0.174 0.026
C -0.137 0.268 -0.127
H 0.108 -0.076 0.065
H 0.002 -0.134 -0.088
H -0.066 -0.047 0.065
H 0.156 -0.048 0.074